(1)
Entry from OMol25: a gas-phase ion, C6H12NO4 (charge -1) (ωB97M-V with the def2-TZVPD basis set).

Output
Structure (SMILES) ... C[C@@H](CC[N-]O)C(=O)C(O)O
Relative energy (zero: lowest compared OMol25 entry of this formula, charge and spin) ... 84.8 kcal per mole
LUMO level ... 3.81 eV
Maximum force ... 3.95 eV Å⁻¹
HOMO-LUMO gap ... 6.95 eV
Electronic energy ... -591.4541 a.u.

ORCA input file:
```
! RIJCOSX wB97M-V def2-TZVPD def2/J DEFGRID3
* xyz -1 1
C 1.00309 0.95418 0.81544
C 1.57374 1.25167 -0.56067
C -0.51527 0.61594 0.75620
C -0.85476 -0.23058 -0.42990
C -0.91376 0.23985 2.14385
C -0.81439 -1.74540 -0.36933
N 1.19938 0.08867 -1.28767
O 0.73428 0.42960 -2.59382
O -1.46304 0.35301 -1.37355
O 0.50964 -2.07360 0.05153
O -1.12424 -2.23492 -1.62488
H 1.38617 -0.02430 1.23316
H 1.09493 1.80967 1.45526
H 1.03488 2.23936 -0.90618
H 2.63892 1.58587 -0.56896
H -1.04624 1.53673 0.54797
H -0.43889 -0.57837 2.73483
H -2.00501 -0.15739 2.03049
H -0.95690 1.15960 2.85226
H -1.50647 -2.30308 0.32447
H -0.26453 0.34066 -2.47895
H 1.25342 -1.64051 -0.49513
H -0.52494 -1.61666 -2.25642
*
```

Results of the natural (NBO) charge analysis, in e, for atoms 1 through 5:
1 C -0.383
2 C -0.252
3 C -0.336
4 C 0.521
5 C -0.594



(2)
Entry from OMol25: 2 unconnected molecules or ions with the total composition C7H14O (ωB97M-V with the def2-TZVPD basis set).

Output
Relative energy (zero: lowest compared OMol25 entry of this formula, charge and spin) ... 21.9 kcal per mole
Expectation value of S² ... 0.75
LUMO level (alpha / beta) ... 3.75 / 3.69 eV
Maximum force ... 1.92 eV Å⁻¹
HOMO-LUMO gap (alpha / beta) ... 2.60 / 9.12 eV
Electronic energy ... -350.2424 a.u.

ORCA input file:
```
! RIJCOSX wB97M-V def2-TZVPD def2/J DEFGRID3
* xyz -1 2
C -0.63914 -2.14869 1.06560
C -0.14720 -0.76359 1.58483
C 0.70739 -0.16863 0.47519
C 1.99501 -0.50123 0.32670
C -0.11018 1.31982 -1.36533
C 0.33958 1.15312 -0.11769
C 0.33828 2.37676 0.78923
H -1.36438 -2.58052 1.76066
H 0.14880 -2.89896 0.94349
H -1.09067 -2.03279 0.07926
H -1.02850 -0.20016 1.89586
H 0.51291 -0.87653 2.44551
H 2.36448 -1.43003 0.75243
H 2.70978 -0.07967 -0.35775
H -0.22529 0.41634 -1.93126
H -0.28891 2.29253 -1.80581
H 0.75474 3.26357 0.33045
H -0.72950 2.54284 0.97013
H 0.82873 2.35940 1.76482
H -0.98803 -0.86816 -3.45038
H -2.14802 -0.15347 -2.91431
O -1.93988 -1.02193 -3.24161
*
```

Results of the natural (NBO) charge analysis, in e, for atoms 1 through 5:
1 C -0.643
2 C -0.598
3 C -0.135
4 C -0.633
5 C -0.522